Density functional theory data (ωB97M-V with the def2-TZVPD basis set) for a structure of composition C37H32BrFN14O3S2Ta in a non-equilibrium geometry.

Values from the calculation:
Net charge: +1
HOMO (eV): -9.29
DFT total energy (eV): -161869.248
LUMO energy (eV): -3.45

XYZ file:
```
91
C37H32BrFN14O3S2Ta, DFT ωB97M-V with the def2-TZVPD basis set
Ta 0.86631 -1.93937 -2.47976
Br 2.45951 3.37143 2.33704
C 2.92541 1.84563 1.30544
C 2.87551 1.91783 -0.07686
C 3.03361 0.76353 -0.81296
C 3.24001 -0.45827 -0.16886
C 3.39521 -0.49087 1.21794
C 3.22351 0.66523 1.95764
N 3.16911 -1.63897 -0.88796
C 4.11041 -2.48787 -0.91926
C 3.96611 -3.78827 -1.55566
C 5.00921 -4.71317 -1.48006
C 4.81031 -5.98677 -1.98386
C 3.58631 -6.29357 -2.55586
C 2.61941 -5.29617 -2.62346
N 2.80041 -4.07807 -2.14486
H 2.69781 2.85863 -0.57536
H 2.97801 0.77333 -1.89106
H 3.58631 -1.43127 1.71554
H 3.30051 0.63503 3.03264
H 5.08431 -2.28567 -0.46226
H 5.95011 -4.43377 -1.03186
H 5.58991 -6.72937 -1.91636
H 3.37991 -7.27947 -2.94166
H 1.65121 -5.50187 -3.05796
N 2.29411 -3.07147 -5.65926
C 2.99371 -2.14507 -4.94666
N 4.11861 -1.56027 -5.32816
N 4.44341 -0.76057 -4.32806
N 3.59281 -0.83687 -3.38426
N 2.63571 -1.72317 -3.71506
C 1.13031 -3.60567 -5.21126
N 0.42051 -4.52837 -5.83406
N -0.59509 -4.79287 -5.02606
N -0.54069 -4.10187 -3.96826
N 0.55771 -3.30037 -4.01196
H 2.59671 -3.29137 -6.59566
F -0.14229 0.75523 4.01404
C -0.58849 1.33523 2.87824
C -0.23499 0.77063 1.68474
C -0.60939 1.35293 0.47304
C -0.14389 0.70843 -0.74366
O 0.52931 -0.34127 -0.68396
C -0.53579 1.37973 -1.93956
C -1.28599 2.51413 -1.87276
N -1.72729 3.10833 -0.74336
C -2.45029 4.33783 -0.95066
C -3.63689 4.81983 -0.16666
C -2.33189 5.55933 -0.08626
C -1.39289 2.52883 0.46674
C -1.79629 3.03033 1.70934
C -1.39919 2.48073 2.92114
N -1.88739 3.05023 4.10304
C -1.74899 2.34073 5.36294
C -2.62419 3.04383 6.41104
N -3.73119 3.73323 5.70084
C -3.21709 4.89413 4.91944
C -1.87119 4.48503 4.28974
C -0.15689 0.90243 -3.33006
O -0.56669 1.50823 -4.29426
O 0.61331 -0.12827 -3.36976
H 0.37041 -0.12237 1.65504
H -1.54119 2.97333 -2.81956
H -2.51069 4.53843 -2.01116
H -4.00589 4.24143 0.66314
H -4.43309 5.27493 -0.73556
H -1.72499 5.51593 0.80254
H -2.25989 6.51023 -0.58966
H -2.45309 3.87493 1.75644
H -0.71319 2.30733 5.72494
H -2.09279 1.31443 5.21104
H -2.05759 3.78923 6.97034
H -3.02849 2.31533 7.11384
H -4.46179 4.03283 6.35384
H -4.13419 3.05553 5.04014
H -3.09229 5.75303 5.58024
H -3.95409 5.14703 4.15594
H -1.03729 4.78003 4.93874
H -1.73059 5.00003 3.34234
S 0.38001 -3.37667 -0.54556
C -1.37199 -3.47667 -0.42916
C -1.91019 -4.31437 0.54394
C -3.27569 -4.43637 0.69354
C -4.12949 -3.72747 -0.14086
C -3.61109 -2.90417 -1.11796
C -2.23179 -2.75977 -1.26796
S -1.63879 -1.62787 -2.46036
H -1.23309 -4.86247 1.17964
H -3.67289 -5.08767 1.45614
H -5.19849 -3.81887 -0.02706
H -4.26509 -2.35937 -1.78196
```